# 1
The following is a DFT calculation (ωB97M-V/def2-TZVPD) of 2 unconnected molecules or ions with the total composition C3H5BrN2.

```
11
Properties=species:S:1:pos:R:3:forces:R:3
C -1.118436 0.550586 0.665583 0.406 -0.578 2.725
C 0.253666 0.136686 0.275799 -1.003 3.578 -5.367
H 0.156689 0.974266 -1.526171 -1.729 1.304 -1.517
H 1.527101 0.196821 -1.324822 2.195 -1.574 -0.823
N 0.786109 0.634363 -0.877874 -2.020 -1.430 5.300
C 0.929370 -0.766556 0.994658 1.847 -2.496 2.296
H -1.852335 -0.241989 0.654876 0.151 -0.890 -0.547
H -1.452602 1.272314 -0.030632 -0.501 1.255 -0.060
H -1.173246 0.749769 1.824518 0.354 0.502 -2.315
N 1.349017 -1.538548 1.734037 0.265 -0.120 0.102
Br 0.594667 -1.967712 -2.389970 0.034 0.448 0.206
```
Forces are in eV/Å.

HOMO (alpha / beta): -0.2977 / -0.2978 hartree
Energy above the lowest of the compared OMol25 structures with the same formula, charge and spin: 22.7 kcal per mole
Charge: 0
Frontier orbital gap (alpha / beta): 5.2 / 5.2 eV
LUMO (alpha / beta): -2.86 / -2.86 eV

---

# 2
The following is a DFT calculation (ωB97M-V/def2-TZVPD) of a molecular structure, C12H6Cl8GeIN3OPtS.

```
34
Properties=species:S:1:pos:R:3:forces:R:3
C 0.639954 -4.488786 -1.079576 -0.020 0.020 -0.004
H 5.825722 -0.955167 -0.640077 0.005 -0.003 0.006
H 0.200993 -2.796574 -2.369905 -0.002 0.002 -0.013
H 0.488678 -5.351327 -1.706122 0.003 -0.002 -0.005
N 2.794210 -0.004934 -0.025604 -0.216 0.127 0.075
H 3.440898 -1.300828 -1.456186 -0.001 0.013 -0.005
Cl -4.339762 2.394752 1.845340 -0.100 0.055 0.037
C -3.217140 3.147943 0.794386 -0.117 0.116 -0.023
N 3.719624 -0.709544 -0.691176 0.025 -0.023 0.003
Pt 0.654282 -0.171293 -0.513192 0.392 -0.249 -0.081
C 1.098250 -2.949315 0.714371 0.039 -0.038 0.022
C -2.446652 5.060264 -0.466353 -0.040 -0.002 -0.008
C 3.452291 0.687306 0.894209 0.011 -0.005 0.007
C -3.417963 4.441552 0.323109 -0.053 0.134 -0.017
Ge -2.526291 -0.298134 0.289134 -0.350 -0.426 -0.199
Cl 0.475844 2.331476 -0.517071 -0.047 -0.008 -0.082
H 1.347849 -2.448466 1.636676 -0.007 0.008 0.012
O -1.864960 1.194900 0.908518 0.232 0.202 0.419
C -2.066055 2.453560 0.451108 0.156 -0.008 -0.138
I 6.323025 1.209103 1.984493 -0.017 -0.009 -0.010
Cl -4.855158 5.279990 0.718228 0.011 -0.048 0.024
S 1.111323 -4.635601 0.555348 0.007 0.017 0.001
C 4.826739 0.420988 0.814247 0.010 0.030 0.034
C 0.496442 -3.182504 -1.408105 -0.013 -0.068 0.050
N 0.757625 -2.311286 -0.375815 0.102 0.081 -0.087
C -1.257310 4.392207 -0.752364 0.025 -0.019 -0.007
C 4.957677 -0.479279 -0.217204 -0.018 -0.010 -0.036
Cl -2.706107 6.642918 -1.064470 0.025 -0.035 0.012
Cl -1.654771 -0.566343 -1.674570 -0.117 0.105 0.043
Cl -0.033986 5.159281 -1.673178 0.010 -0.012 0.013
Cl -1.967767 -1.739300 1.713329 0.034 -0.010 -0.068
H 2.923842 1.339105 1.570214 0.003 0.004 0.004
C -1.072212 3.097292 -0.278641 -0.009 -0.039 -0.001
Cl -4.593033 -0.432656 -0.082904 0.038 0.099 0.019
```
Forces are in eV/Å.

HOMO (alpha / beta): -0.3950 / -0.4284 hartree
Energy above the lowest of the compared OMol25 structures with the same formula, charge and spin: 12.6 kcal per mole
Charge: +1
Frontier orbital gap (alpha / beta): 7.7 / 8.6 eV
LUMO (alpha / beta): -3.09 / -3.08 eV
2S+1: 2

---

# 3
The following is a DFT calculation (ωB97M-V/def2-TZVPD) of C20H21FN4O4S2 in the gas phase.

```
52
Properties=species:S:1:pos:R:3:forces:R:3
N -0.097641 -2.138837 0.324683 -0.045 -0.015 0.053
H -5.125233 -0.777606 -0.971992 -0.136 -0.135 0.001
C -1.886334 -1.208724 -1.892359 0.010 0.163 -0.122
H -3.442879 -2.560959 0.781888 0.023 -0.090 0.047
H -2.149367 -3.118379 1.882963 -0.046 -0.004 0.001
C 5.385409 2.894479 -0.598793 -0.028 -0.054 0.012
H -0.415888 0.346654 -1.917181 0.042 -0.009 0.051
C -2.792230 -2.279148 1.615363 -0.065 -0.215 -0.109
H -1.233556 -3.070859 -2.756073 -0.003 -0.047 -0.050
C 4.657103 2.919510 0.579053 -0.022 0.092 0.095
C 3.152097 -1.125764 1.586666 -0.172 -0.519 0.202
C 4.549769 0.710675 -1.062363 0.008 0.012 0.104
H -0.114091 -3.892298 -0.762824 -0.109 0.017 0.063
H 2.434962 -3.141753 1.843297 0.057 0.041 -0.022
N -3.977827 3.214822 0.099849 -0.167 -0.898 0.039
C 1.350801 -2.053505 0.260461 0.049 0.110 0.236
H -3.426211 -2.036813 2.466619 0.020 -0.030 0.005
C -0.730855 -2.995755 -0.664678 -0.153 -0.184 -0.427
C 1.890257 -0.741093 -0.333082 0.098 -0.461 -0.446
S -4.483504 1.635247 0.331058 0.184 0.371 0.061
C 3.802212 0.728439 0.110153 0.131 0.055 -0.195
H -1.953313 2.048774 -0.970667 0.123 0.083 0.011
H 5.901103 1.740590 -2.344783 0.041 -0.033 -0.092
H 1.701905 -2.851317 -0.401215 -0.049 0.097 0.040
S 0.129194 0.346060 1.168314 -0.252 0.681 0.605
N 2.986896 -0.377519 0.445202 0.438 0.297 -0.491
C 3.862770 1.843449 0.932463 0.021 -0.094 -0.173
O 4.037948 -0.986987 2.385676 0.087 0.085 0.164
C 5.335919 1.786723 -1.427364 -0.073 -0.163 -0.046
H 1.350953 -1.874402 2.428025 0.052 -0.008 -0.057
H -2.406129 -0.226888 1.583312 0.251 -0.112 -0.083
O -3.943433 1.169343 1.587120 0.078 0.305 0.007
H -3.597062 -2.504187 -1.928115 -0.062 -0.112 0.013
C -1.448765 0.100590 -1.722823 -0.154 -0.003 -0.197
H -1.714150 -3.300184 -0.312153 0.059 -0.083 -0.015
C -3.235827 -1.507603 -1.715905 -0.038 0.213 0.007
C -4.093122 -0.556595 -1.194514 -0.207 -0.187 -0.072
C -0.725816 -1.063376 0.888894 -0.100 0.435 0.612
C -3.595881 0.694804 -0.881250 -0.139 0.380 0.287
O 1.627416 -0.278605 -1.415951 0.187 -0.068 -0.049
N -1.997494 -1.116679 1.307770 -0.097 -0.108 -0.172
H -3.445911 3.562539 0.881185 0.138 -0.065 0.212
H 5.999545 3.738014 -0.874482 0.053 0.068 -0.025
H 4.703045 3.783057 1.224279 0.003 0.074 0.057
H -4.744473 3.823387 -0.134817 -0.237 0.019 -0.119
F 4.530333 -0.386248 -1.844096 -0.018 0.188 0.168
O -5.900634 1.559945 0.133091 0.132 0.077 -0.323
C 2.034584 -2.152952 1.624022 0.098 -0.060 0.062
H 3.281313 1.851551 1.840692 -0.053 -0.014 0.108
H 0.070361 -1.919727 -2.374823 0.013 -0.067 -0.045
C -0.889763 -2.317322 -2.046253 0.003 -0.097 0.143
C -2.301848 1.054641 -1.196868 0.026 0.069 -0.134
```
Forces are in eV/Å.

HOMO: -0.3029 hartree
Energy above the lowest of the compared OMol25 structures with the same formula, charge and spin: 0.0 kcal per mole
Charge: 0
Frontier orbital gap: 8.7 eV
Structure (SMILES): CNC(=S)N(CCc1ccc(S(N)(=O)=O)cc1)[C@@H]1CC(=O)N(c2ccccc2F)C1=O
LUMO: 0.45 eV

---

# 4
The following is a DFT calculation (ωB97M-V/def2-TZVPD) of C3H7N3O in the gas phase.

```
14
Properties=species:S:1:pos:R:3:forces:R:3
H 2.938299 -1.023295 -0.884216 -0.667 1.229 2.068
H 3.132326 -0.342654 0.849748 -1.474 -1.835 -2.924
C -2.827976 0.213678 -0.137409 -0.791 -2.943 -0.165
C -1.773300 -0.650980 -0.002542 1.456 -0.443 0.584
H 0.420238 -1.182345 0.458270 -2.284 1.401 -0.241
N 2.455063 -0.621885 -0.008775 2.903 -0.531 1.989
N -0.282550 -0.353393 0.458611 0.499 -1.132 -1.541
N 1.800083 0.546606 -0.264174 -1.422 3.235 -0.195
O -0.095907 1.931220 0.139094 3.129 -3.029 -0.302
H -3.985832 -0.233992 -0.207588 3.583 1.129 -0.171
H 2.250918 1.450016 -0.109911 0.704 -0.448 -0.511
H -2.697484 1.273182 -0.249044 0.048 0.287 0.555
C 0.500235 0.802448 0.134652 -5.525 0.598 0.062
H -1.834115 -1.808604 -0.176717 -0.158 2.482 0.791
```
Forces are in eV/Å.

HOMO: -0.3241 hartree
Energy above the lowest of the compared OMol25 structures with the same formula, charge and spin: 87.4 kcal per mole
Charge: 0
Frontier orbital gap: 9.3 eV
Structure (SMILES): C=CNC(=O)NN
LUMO: 0.51 eV

---

# 5
The following is a DFT calculation (ωB97M-V/def2-TZVPD) of 2 unconnected molecules or ions with the total composition C5H15N2.

```
22
Properties=species:S:1:pos:R:3:forces:R:3
H 2.154520 1.144430 1.075873 -0.061 -0.309 -0.203
H 1.918745 0.672387 -1.596672 0.929 3.334 -0.862
H 2.461090 -0.424242 1.914849 0.230 0.641 -0.728
C 1.896794 -0.684876 -0.118957 -0.976 -0.695 -2.282
H -0.266821 -0.016495 -1.549947 -1.129 0.154 0.417
C -1.286482 1.179186 -0.054467 -0.090 -0.600 0.641
C 2.535301 0.122956 0.942283 0.694 -0.245 0.903
N -1.253144 0.344912 -1.394724 2.377 1.387 2.378
H 1.663000 -1.725473 0.081551 0.035 -0.054 0.348
H -1.422088 1.052040 -2.072833 -0.864 -0.046 -1.291
C 1.667330 -0.281403 -1.390975 -0.294 -1.846 1.971
H 1.244937 -0.782869 -2.249426 0.204 -0.930 0.235
H -1.848648 0.598759 2.037530 0.164 -0.981 -1.603
H -1.498127 -1.980584 0.796467 -1.201 1.878 -0.588
H 3.601857 0.217126 0.658437 -0.371 -0.010 0.462
H -0.403512 1.917344 0.161899 -1.477 -1.732 -0.930
H -1.907215 -0.425545 -1.145895 -0.229 -0.065 -0.477
C -1.441125 0.074670 1.091155 -1.571 2.121 0.443
H -2.225536 1.760772 -0.172688 0.661 -0.263 0.288
H -2.965929 -1.375922 1.013647 -1.494 0.229 0.608
H -0.510837 -0.268581 1.374787 2.310 -0.167 0.516
N -2.114120 -1.118601 0.598099 2.154 -1.802 -0.246
```
Forces are in eV/Å.

HOMO: -0.4988 hartree
Energy above the lowest of the compared OMol25 structures with the same formula, charge and spin: 51.3 kcal per mole
Charge: +1
Frontier orbital gap: 10.7 eV
LUMO: -2.85 eV

---

# 6
The following is a DFT calculation (ωB97M-V/def2-TZVPD) of C3H6O2S in the gas phase.

```
12
Properties=species:S:1:pos:R:3:forces:R:3
H -1.147502 1.942835 0.180560 1.121 -0.788 -0.186
O 2.226629 0.040915 -0.457028 -1.842 -1.277 1.033
H -2.326497 -1.091558 0.601471 0.477 0.247 0.061
C 1.258439 -0.620628 -0.109767 1.267 0.041 -1.276
H -0.327601 1.505011 -1.283362 0.479 0.052 -0.523
C -0.110994 -0.009950 0.246548 0.295 1.299 1.513
O 1.277382 -1.987023 -0.100116 -0.007 1.240 0.205
C -0.205921 1.442374 -0.216761 -1.353 0.519 1.022
H 0.343842 -2.249372 0.019056 0.217 -0.292 -0.015
H 0.651103 1.979171 0.172661 0.154 0.237 -0.350
S -1.454274 -0.967737 -0.421247 -0.951 -0.922 -0.559
H -0.184607 0.015962 1.367984 0.144 -0.355 -0.924
```
Forces are in eV/Å.

HOMO: -0.3672 hartree
Energy above the lowest of the compared OMol25 structures with the same formula, charge and spin: 9.3 kcal per mole
Charge: 0
Frontier orbital gap: 10.3 eV
Structure (SMILES): C[C@@H](S)C(=O)O
LUMO: 0.32 eV

---

Result set for F_max: 6.5 0.6 0.9 5.6 3.6 2.5 eV Å⁻¹, one per record in the order listed.